(1)
ORCA calculation (wB97M-V/def2-TZVPD) on one molecule with the formula C5H12ClOPS in a non-equilibrium geometry.

Output
frontier orbital gap: 8.30 eV
relative energy (zero: lowest compared OMol25 entry of this formula, charge and spin): 63.6 kcal/mol
structure (SMILES): CCC(C)(C)[P@@](O)(=S)Cl

```
21
Properties=species:S:1:pos:R:3:forces:R:3
H 1.624126 -1.366168 0.344561 2.43 0.01 2.13
S 0.511086 -3.114880 2.546554 -2.34 2.49 -2.13
H 0.620864 0.225268 2.101968 -1.90 0.76 -2.07
P -0.958797 -1.906475 1.129560 3.68 -2.60 1.13
H 0.710274 2.549163 1.380452 0.68 2.12 2.22
O -1.271174 -3.107818 0.115881 -0.93 0.93 -0.67
Cl -2.744529 -1.470168 1.765893 -1.17 0.47 0.62
C 0.998404 -1.076838 -0.399954 -2.51 -0.28 -4.10
C -0.313408 -0.434272 0.120370 0.71 -1.23 2.07
H 0.070189 2.314113 -0.102020 -0.08 0.50 -1.49
C 0.703095 1.875499 0.619694 -4.86 -1.77 1.05
H -0.881393 0.849452 -1.403749 0.34 2.58 -0.98
H -0.575768 -3.755111 0.190382 0.56 -0.66 0.30
C -0.082591 0.659947 1.202813 5.54 -1.87 -0.30
C -1.247025 -0.007932 -0.985827 -1.99 -4.66 0.95
H -2.348695 -0.018193 -0.542851 2.20 0.47 -1.54
H -1.067865 -0.837932 -1.771499 -1.09 1.31 0.93
H 1.594639 1.531477 0.366938 4.03 -0.86 -1.63
H -0.961509 0.948219 1.587316 -3.31 1.10 1.54
H 0.821522 -2.071513 -0.930690 -0.44 1.00 0.71
H 1.355079 -0.526117 -1.304314 0.45 0.19 1.25
```
Positions in Å, forces in eV/Å.

***

(2)
ORCA calculation (wB97M-V/def2-TZVPD) on C5H12F12N2O17S4Y as an isolated structure in a non-equilibrium geometry.

Output
frontier orbital gap: 6.86 eV
net charge: -1
relative energy (zero: lowest compared OMol25 entry of this formula, charge and spin): 27.3 kcal/mol

```
53
Properties=species:S:1:pos:R:3:forces:R:3
H 2.275650 2.437988 -2.417740 -0.05 0.07 0.19
S 0.082700 2.162889 3.188141 -0.21 1.22 -0.79
O 2.410231 2.127358 0.129072 1.24 0.14 -0.12
H -2.801945 -2.212891 -2.719740 0.09 -0.20 -0.09
O 2.637826 -3.379626 -1.881465 -0.21 -0.58 0.19
O -0.502702 -0.144535 -2.185933 0.90 0.14 -0.03
F -1.740708 2.690266 -2.946078 -0.02 -0.09 -0.07
C -2.476098 -2.463113 0.824450 1.05 1.57 1.02
H 3.034439 -0.819580 1.675248 -0.02 -0.30 -0.17
S 1.257974 -3.348256 -1.442079 0.62 1.13 0.14
Y 1.075046 0.245911 -0.524068 -4.04 0.77 1.42
O -2.955721 0.084601 1.511532 -0.29 -1.44 -0.26
O -1.589395 -1.167254 3.065970 0.46 -1.07 -0.85
F -0.298187 4.253287 -2.828643 -0.28 0.58 0.30
F 2.024424 -5.530500 -0.221925 -0.52 -0.29 0.01
F 1.157208 0.005618 4.362742 0.25 -0.77 0.41
O -2.447385 2.997230 0.233522 0.51 0.76 -2.11
O 0.687458 1.415278 2.060464 0.50 -0.43 0.92
S -1.894452 -0.884724 1.683494 0.17 4.07 -0.29
F 1.377090 -4.018053 1.148260 -0.08 0.30 0.15
C 0.614587 1.153292 4.734453 -1.33 1.93 -1.04
F -2.451506 4.634081 -2.386842 0.82 0.29 -0.12
N -1.848126 -1.922850 -2.613676 -0.03 -0.10 0.16
H -1.099545 -2.588358 -2.750738 0.13 -0.04 0.50
H 1.738872 -0.096140 2.050275 -0.84 0.50 0.45
H -3.596480 -0.396448 -1.936994 -0.19 0.37 -0.12
H 2.576974 3.041173 -0.120414 -0.56 0.15 0.13
C -1.410758 3.800375 -2.238024 -0.74 -1.06 0.79
C -1.639608 -0.648927 -2.250586 0.31 -0.56 -1.56
H 4.109094 -0.299587 -0.563309 -0.10 0.01 0.21
N -2.751965 0.079777 -2.198285 -0.91 0.35 0.48
F -0.451306 0.980155 5.521004 0.40 -0.62 -0.03
O 1.612861 1.740943 -2.405473 0.42 -0.43 -0.67
O -1.356887 2.219911 3.173551 0.88 -0.55 0.38
O 0.752548 3.439919 3.364869 0.11 -0.50 0.38
F -0.116184 -5.129887 0.073318 0.10 -0.28 -0.21
O 3.250880 -0.303289 -0.994190 1.13 -0.17 -1.14
O -0.314673 2.172475 -0.456303 0.72 -0.69 -1.39
O -0.728962 -0.408249 0.851985 -0.35 -1.87 0.12
H 2.928288 1.992589 0.930601 -0.42 0.09 0.31
C 1.083743 -4.587477 -0.009914 0.95 0.35 -0.73
O -0.501945 4.452563 0.214490 0.08 0.66 -1.13
F 1.504800 1.860954 5.441462 0.39 -0.36 0.12
O 0.982879 -2.080039 -0.753359 -0.15 -0.14 -0.17
H 3.439807 -0.532855 -1.913561 -0.01 -0.32 0.06
H -2.761758 1.015857 -2.553671 0.07 0.29 0.69
O 0.277439 -3.691366 -2.445932 0.13 -0.56 0.24
F -3.531669 -2.224496 0.047241 -0.34 -0.33 0.01
H 1.654481 1.348178 -3.286144 -0.37 0.06 -0.07
S -1.184273 3.341608 -0.398119 -0.65 -0.55 3.17
F -1.498413 -2.916913 0.049006 -0.18 -0.68 0.06
O 2.176980 -0.568562 1.323033 0.84 -0.16 0.68
F -2.773646 -3.330322 1.785009 -0.34 -0.63 -0.51
```
Positions in Å, forces in eV/Å.